Record 1
120
Properties=species:S:1:pos:R:3 method="wB97M-V/def2-TZVPD" s_squared=2.01 relative_energy_kcal_mol=0.0 spin_multiplicity=3 orbital_gap_ev="6.2 / 7.0" total_charge=+1
C -1.478 2.866 6.151
C -1.048 3.982 5.136
C -0.323 3.434 3.873
C 1.092 4.004 3.623
C 1.162 5.440 2.994
C 0.185 5.706 1.858
C -0.974 6.422 2.154
P -1.353 7.054 3.884
C -1.115 8.896 3.680
O -2.965 6.774 4.219
C -1.901 6.728 1.123
C -3.173 7.538 1.337
O -3.141 8.706 1.027
O -4.322 7.016 1.812
C -4.477 5.610 1.553
N -5.780 5.243 2.087
C -1.609 6.300 -0.173
C -0.447 5.608 -0.414
C -0.193 5.225 -1.878
C 0.700 6.319 -2.512
F -1.405 5.270 -2.558
N 0.417 5.313 0.573
C 1.656 4.586 0.225
C 1.469 3.071 -0.112
C 0.314 2.359 0.601
O -0.980 2.763 0.110
C -1.924 1.791 0.443
C -2.990 2.051 1.521
O -1.943 0.737 -0.132
H -1.100 1.870 5.887
H -2.574 2.882 6.249
H -1.097 3.099 7.158
H -0.418 4.697 5.681
H -1.982 4.448 4.787
H -0.188 2.348 4.039
H -0.920 3.508 2.949
H 1.716 3.345 2.994
H 1.604 4.042 4.598
H 1.051 6.160 3.815
H 2.203 5.570 2.654
H -1.708 9.469 4.405
H -0.050 9.070 3.911
H -1.262 9.238 2.645
H -3.472 7.597 4.133
H -3.708 5.008 2.071
H -4.466 5.349 0.484
H -6.153 4.437 1.599
H -5.663 5.000 3.066
H -2.303 6.563 -0.968
H 0.175 4.204 -2.000
H 1.161 5.959 -3.440
H 0.030 7.144 -2.806
H 1.437 6.717 -1.800
H 2.070 5.058 -0.679
H 2.439 4.675 0.980
H 2.390 2.565 0.222
H 1.392 2.854 -1.186
H 0.426 1.281 0.374
H 0.428 2.446 1.690
H -3.946 2.127 0.980
H -3.009 1.178 2.184
H -2.843 2.991 2.069
C 0.002 -4.104 0.015
C 0.642 -2.713 -0.158
C 1.758 -2.768 -1.208
C 3.037 -3.422 -0.696
C 3.504 -2.744 0.590
C 2.421 -2.713 1.675
N 1.117 -2.190 1.160
O 1.221 -0.889 1.061
C 2.265 -4.136 2.258
C 2.926 -1.891 2.867
C -0.505 -1.879 -0.734
H -0.967 -4.032 0.516
H -0.168 -4.568 -0.958
H 0.589 -4.817 0.583
H 2.000 -1.750 -1.537
H 1.408 -3.296 -2.097
H 2.873 -4.492 -0.541
H 3.816 -3.340 -1.458
H 4.389 -3.263 0.967
H 3.829 -1.724 0.355
H 1.352 -4.221 2.849
H 3.104 -4.377 2.911
H 2.268 -4.915 1.498
H 3.208 -0.876 2.586
H 3.814 -2.352 3.297
H 2.167 -1.831 3.651
H -1.318 -1.777 -0.015
H -0.912 -2.358 -1.625
H -0.187 -0.880 -1.030
C -0.656 -9.218 -4.113
C -0.626 -7.700 -3.836
C -1.052 -6.917 -5.084
C 0.029 -6.857 -6.158
C 1.331 -6.320 -5.572
C 1.805 -7.111 -4.347
N 0.719 -7.291 -3.334
O 0.579 -6.159 -2.699
C 2.361 -8.473 -4.824
C 3.029 -6.415 -3.742
C -1.722 -7.527 -2.777
H -0.652 -9.785 -3.181
H -1.563 -9.487 -4.656
H 0.170 -9.594 -4.708
H -1.312 -5.891 -4.800
H -1.961 -7.351 -5.505
H 0.175 -7.847 -6.599
H -0.303 -6.207 -6.971
H 2.105 -6.337 -6.344
H 1.192 -5.266 -5.306
H 2.481 -9.162 -3.986
H 3.338 -8.347 -5.289
H 1.746 -8.946 -5.587
H 2.830 -5.378 -3.468
H 3.848 -6.393 -4.461
H 3.379 -6.942 -2.852
H -1.459 -8.037 -1.848
H -2.658 -7.958 -3.137
H -1.922 -6.481 -2.544

---

Record 2
74
Properties=species:S:1:pos:R:3 method="wB97M-V/def2-TZVPD" s_squared=6.02 relative_energy_kcal_mol=0.0 spin_multiplicity=5 orbital_gap_ev="6.1 / 5.7"
Pt 1.005 -1.135 0.257
C 3.934 -1.149 -0.031
N 2.986 -0.865 1.048
C 3.133 -1.810 2.169
C 2.522 -3.160 1.770
N 1.135 -2.858 1.311
C 0.310 -4.069 1.421
C -0.118 -4.559 2.660
F 0.317 -3.934 3.842
C -0.945 -5.647 2.775
F -1.279 -6.096 3.987
C -1.311 -6.281 1.587
F -2.209 -7.290 1.881
C -0.972 -5.843 0.362
F -1.450 -6.469 -0.676
C -0.189 -4.740 0.327
F 0.296 -4.259 -0.895
C 3.104 0.573 1.459
C 2.685 1.566 0.359
N 1.353 1.264 -0.216
C 0.462 2.317 -0.114
C 0.383 3.303 0.861
F 1.267 3.575 1.864
C -0.664 4.222 0.918
F -0.760 5.077 1.978
C -1.673 4.208 0.002
F -2.743 4.972 0.189
C -1.537 3.343 -1.053
F -2.478 3.467 -1.965
C -0.493 2.416 -1.165
F -1.763 1.321 -2.892
H 4.967 -0.904 0.197
H 3.617 -0.539 -0.886
H 3.935 -2.215 -0.446
H 2.595 -1.403 3.105
H 4.174 -1.933 2.432
H 2.709 -3.893 2.523
H 2.937 -3.687 0.928
H 4.124 0.743 1.828
H 2.459 0.704 2.292
H 3.425 1.563 -0.446
H 2.804 2.514 0.901
C 0.513 0.869 -4.536
C 0.472 2.078 -3.640
C -0.192 3.124 -4.485
C 1.901 2.534 -3.170
C -0.436 1.601 -2.459
H 1.239 0.938 -5.374
H -0.548 0.656 -4.837
H 0.835 -0.044 -3.998
H 0.104 3.182 -5.570
H -0.072 4.144 -4.012
H -1.273 2.857 -4.537
H 2.596 2.728 -3.991
H 2.399 1.768 -2.579
H 1.808 3.537 -2.660
H 0.018 0.687 -2.171
S -1.086 -1.131 -0.927
C -2.192 -0.394 0.236
N -2.748 0.709 -0.158
C -3.592 1.512 0.625
C -4.519 0.583 1.316
C -3.680 -0.376 2.109
N -2.522 -0.941 1.399
H -2.512 0.862 -1.120
H -4.137 2.153 -0.087
H -2.955 2.048 1.340
H -5.061 0.063 0.473
H -5.238 1.111 1.956
H -4.414 -1.103 2.520
H -3.321 0.158 2.992
H -2.062 -1.713 1.801
O -0.384 1.834 4.046
O -0.990 1.558 3.045

---

Record 3
14
Properties=species:S:1:pos:R:3 method="wB97M-V/def2-TZVPD" relative_energy_kcal_mol=54.2 orbital_gap_ev=11.0
C -1.307 -1.138 0.141
C -0.687 -0.914 -1.210
C 0.119 2.004 0.138
N 0.515 1.580 1.263
C 2.685 -0.578 0.542
O 2.634 -1.711 0.593
O 0.479 -0.652 -1.401
H -0.707 -0.669 0.925
H -1.366 -2.219 0.323
H -2.332 -0.752 0.162
H -1.374 -1.015 -2.077
H -0.945 1.925 -0.109
H 0.760 2.444 -0.634
H 1.527 1.694 1.344

---

Record 4
12
Properties=species:S:1:pos:R:3 method="wB97M-V/def2-TZVPD" relative_energy_kcal_mol=82.0 orbital_gap_ev=10.1 smiles="N#CC=C=N.C=N"
N 1.305 -0.006 -2.871
C 0.393 0.101 -2.164
C -0.735 0.232 -1.313
C -1.363 -0.809 -0.824
N -1.847 -1.664 -0.096
H -1.063 1.185 -0.915
H -1.207 -1.608 0.711
C 0.747 0.420 1.847
N 0.701 1.016 0.730
H 1.573 -0.234 2.126
H -0.002 0.633 2.618
H 1.498 0.733 0.149

---

Record 5
57
Properties=species:S:1:pos:R:3 method="wB97M-V/def2-TZVPD" relative_energy_kcal_mol=0.0 orbital_gap_ev=1.0 total_charge=+3
O 0.504 -5.022 2.655
C -0.280 -4.839 1.772
O -1.607 -4.551 2.091
C 0.040 -4.901 0.274
C 1.109 -3.876 -0.173
N 0.954 -2.496 0.400
C 2.011 -1.732 0.911
C 1.813 -0.494 1.462
C 0.535 0.054 1.514
C 0.363 1.412 2.165
O 0.976 1.622 3.177
O -0.413 2.418 1.616
C -1.700 2.558 2.241
C -2.767 1.918 1.330
C -3.958 1.390 1.806
C -4.895 0.767 0.823
C -4.595 0.696 -0.517
C -3.387 1.264 -0.933
C -2.498 1.845 -0.040
C -0.513 -0.702 0.965
C -0.254 -1.935 0.435
H -1.784 -3.670 1.740
H 0.386 -5.907 0.000
H -0.879 -4.718 -0.300
H 2.111 -4.330 -0.020
H 0.994 -3.769 -1.265
H 3.063 -2.159 0.876
H 2.627 0.097 1.882
H -1.921 3.630 2.341
H -1.706 2.112 3.247
H -4.182 1.441 2.915
H -5.893 0.294 1.107
H -5.255 0.225 -1.244
H -3.134 1.209 -1.991
H -1.584 2.244 -0.477
H -1.537 -0.341 0.970
H -1.081 -2.525 0.042
F 2.446 -0.813 -1.324
Mg -5.228 -0.351 2.927
C 0.497 3.427 -3.415
C 0.278 2.187 -2.657
N 0.107 1.204 -2.078
H -0.181 3.463 -4.266
H 0.311 4.288 -2.774
H 1.522 3.464 -3.775
O 2.989 -6.687 3.955
H 2.377 -7.312 4.372
H 2.439 -6.196 3.326
F 3.653 7.578 -5.726
Al 3.904 6.126 -4.727
F 5.375 5.441 -5.084
F 2.656 5.036 -5.091
F 3.765 6.570 -3.026
F 3.443 -8.062 5.682
Cs 4.255 -2.614 -0.609
Cl 1.737 6.370 -2.851
Al 1.992 7.652 -6.651

---

Record 6
10
Properties=species:S:1:pos:R:3 method="wB97M-V/def2-TZVPD" s_squared=2.02 relative_energy_kcal_mol=97.0 spin_multiplicity=3 orbital_gap_ev="6.7 / 7.7"
C 1.392 -0.435 -0.105
C 1.239 0.907 -0.120
N -0.879 0.130 -0.645
N -1.942 -0.126 0.141
O 0.337 -1.056 -0.555
O -0.149 1.224 -0.162
H 2.185 -1.137 0.071
H 1.905 1.811 0.223
H -1.639 -0.293 1.152
H -2.449 -1.025 -0.001

---

Record 7
76
Properties=species:S:1:pos:R:3 method="wB97M-V/def2-TZVPD" s_squared=0.76 relative_energy_kcal_mol=7.8 spin_multiplicity=2 orbital_gap_ev="5.1 / 5.6" total_charge=+3
Ir -0.544 -1.317 -1.775
Se 0.738 -3.040 -3.462
Se -0.604 -1.241 -5.363
C -2.131 -1.878 -4.439
C -3.193 -2.359 -5.209
C -4.275 -2.963 -4.605
C -4.303 -3.049 -3.219
C -3.263 -2.505 -2.507
N -2.184 -1.930 -3.083
C 2.079 -2.075 -2.573
C 3.465 -2.162 -2.771
C 4.286 -1.420 -1.954
C 3.736 -0.657 -0.907
C 2.375 -0.639 -0.778
N 1.575 -1.303 -1.619
H -3.136 -2.268 -6.285
H -5.080 -3.368 -5.204
H -5.122 -3.525 -2.698
H -3.281 -2.510 -1.431
H 3.860 -2.803 -3.547
H 5.358 -1.430 -2.103
H 4.379 -0.124 -0.227
H 0.607 -0.164 0.097
C -2.125 1.830 4.996
N -1.200 0.883 4.365
C -0.609 1.090 3.214
N -0.735 2.234 2.569
S 0.333 -0.247 2.564
H -2.580 1.351 5.856
H -2.913 2.112 4.298
H -1.593 2.720 5.335
H -1.018 0.006 4.833
H -1.226 3.017 2.975
H -0.387 2.329 1.627
N -1.320 -4.447 1.156
C -0.041 -4.818 0.821
C 0.359 -3.935 -0.128
N -0.660 -3.032 -0.379
C -1.654 -3.375 0.418
H -1.918 -4.921 1.814
H 0.460 -5.659 1.267
H 1.303 -3.897 -0.642
H -2.597 -2.862 0.508
S -2.191 -0.196 -0.387
C -2.726 1.354 -1.000
N -3.374 1.398 -2.184
C -3.932 2.512 -2.672
C -3.848 3.665 -1.942
C -3.133 3.590 -0.753
N -2.592 2.461 -0.285
H -3.392 0.547 -2.737
H -4.424 2.445 -3.633
H -4.289 4.589 -2.286
H -2.978 4.477 -0.151
F -0.048 1.468 -1.781
C -0.226 0.447 -2.755
F -1.290 0.916 -3.500
H 0.650 0.528 -3.396
N 1.616 0.001 0.256
C 1.949 0.255 1.502
N 2.937 0.859 2.053
C 3.878 1.769 1.322
C 3.898 3.139 1.990
C 4.204 3.044 3.482
C 3.177 2.135 4.153
C 3.222 0.755 3.522
H 3.559 1.856 0.286
H 4.870 1.316 1.366
H 2.931 3.628 1.841
H 4.652 3.736 1.476
H 4.187 4.036 3.929
H 5.208 2.636 3.633
H 2.174 2.560 4.035
H 3.376 2.032 5.220
H 2.511 0.067 3.967
H 4.221 0.327 3.623

---

Record 8
21
Properties=species:S:1:pos:R:3 method="wB97M-V/def2-TZVPD" orbital_gap_ev=8.6 smiles=Nc1ccc2c(c1P)B(O)OC2
N 2.003 1.064 -1.685
C 0.845 0.813 -0.984
C -0.057 1.900 -0.713
C -1.185 1.661 0.024
C -1.263 0.366 0.615
C -0.413 -0.676 0.360
C 0.623 -0.513 -0.581
P 1.822 -1.777 -1.078
B -0.838 -1.851 1.231
O -0.341 -3.120 1.210
O -1.959 -1.413 2.029
C -2.318 -0.039 1.700
H 2.191 1.953 -2.005
H 2.035 0.374 -2.440
H 0.212 2.641 -1.379
H -1.764 2.405 0.367
H 1.618 -2.804 -0.225
H 2.785 -1.368 -0.220
H -0.805 -3.788 1.661
H -2.164 0.533 2.616
H -3.329 0.141 1.306

---

Record 9
15
Properties=species:S:1:pos:R:3 method="wB97M-V/def2-TZVPD" relative_energy_kcal_mol=92.2 orbital_gap_ev=8.1
C 2.553 -0.892 0.901
C 1.540 -0.371 0.512
C 0.135 2.084 0.759
C -1.509 -1.323 0.551
C -0.194 0.262 -1.667
P 0.003 0.505 0.123
H 3.367 -1.518 1.238
H -0.805 2.674 0.501
H 0.523 2.239 1.805
H -0.789 -2.132 0.530
H -1.955 -1.121 1.470
H -2.182 -1.172 -0.285
H 0.431 1.017 -2.326
H 0.165 -0.762 -2.150
H -1.283 0.510 -1.962

---

Record 10
8
Properties=species:S:1:pos:R:3 method="wB97M-V/def2-TZVPD" relative_energy_kcal_mol=4.6 orbital_gap_ev=8.2 smiles="NPC(=O)[O-]" total_charge=-1
N 0.324 0.602 0.240
P -0.755 -0.727 0.649
C -0.150 -2.153 -0.533
O 0.920 -1.971 -1.049
O -0.893 -3.183 -0.410
H 0.753 0.942 1.204
H 0.919 0.094 -0.464
H -2.032 -0.535 -0.121

---

Record 11
51
Properties=species:S:1:pos:R:3 method="wB97M-V/def2-TZVPD" relative_energy_kcal_mol=0.0 orbital_gap_ev=8.9 smiles=OCNCCCCS.O.O.O.O.O.O.O.O.O.O
O -1.411 -2.365 -1.868
C -1.173 -0.941 -1.834
N -0.053 -0.681 -0.948
C 0.979 0.215 -1.510
C 2.257 0.191 -0.676
C 2.071 0.625 0.777
C 1.434 1.997 0.968
S 2.499 3.380 0.470
H -0.557 -2.840 -2.021
H -2.120 -0.553 -1.459
H -0.949 -0.678 -2.882
H -0.353 -0.361 -0.035
H 1.171 -0.173 -2.514
H 0.592 1.226 -1.642
H 2.632 -0.831 -0.686
H 2.978 0.869 -1.158
H 1.494 -0.148 1.298
H 3.054 0.604 1.267
H 0.482 2.047 0.439
H 1.197 2.160 2.027
H 2.206 3.425 -0.850
O -2.987 0.020 1.939
H -2.955 -0.873 1.528
H -2.513 -0.115 2.801
O -3.615 2.407 0.683
H -3.310 1.548 1.080
H -4.356 2.643 1.256
O 2.258 -2.303 1.792
H 1.343 -2.384 2.118
H 2.407 -3.046 1.183
O 2.916 -1.197 -3.462
H 3.599 -1.208 -2.767
H 3.350 -1.442 -4.293
O -2.228 4.529 -0.326
H -2.884 5.116 -0.670
H -2.710 3.772 0.086
O -0.274 -2.724 2.649
H -0.887 -2.792 1.870
H -0.374 -3.579 3.078
O 0.463 4.914 -1.786
H -0.394 4.791 -1.365
H 0.795 4.027 -1.981
O 1.169 -3.104 -1.867
H 1.599 -2.625 -2.588
H 1.132 -2.458 -1.141
O -1.452 -0.677 4.070
H -0.791 -0.092 4.460
H -0.980 -1.441 3.649
O -2.070 -2.970 0.630
H -1.683 -2.733 -0.276
H -3.001 -3.171 0.489

---

Record 12
18
Properties=species:S:1:pos:R:3 method="wB97M-V/def2-TZVPD" relative_energy_kcal_mol=47.3 orbital_gap_ev=10.0 smiles="C=CC.NCN"
C 1.140 0.956 -1.788
C -0.194 0.892 -1.991
C -0.831 0.162 -3.138
H 1.589 1.315 -0.874
H 1.783 0.296 -2.385
H -0.869 1.302 -1.187
H -1.693 -0.501 -2.861
H -0.102 -0.495 -3.552
H -1.042 1.014 -3.904
N 1.171 -0.555 2.500
C -0.109 -0.050 2.024
N -1.202 -0.980 2.068
H 1.917 -0.496 1.746
H 1.178 -1.620 2.720
H 0.117 0.230 0.968
H -0.236 0.886 2.567
H -1.204 -1.496 1.207
H -1.257 -1.450 2.940

---

Record 13
6
Properties=species:S:1:pos:R:3 method="wB97M-V/def2-TZVPD" relative_energy_kcal_mol=6.2 orbital_gap_ev=11.0 total_charge=+3
Sr 13.023 -21.316 10.104
Sr 9.196 -18.267 9.843
N 11.096 -19.797 8.448
O 10.180 -19.956 9.259
O 10.901 -19.137 7.371
O 12.201 -20.194 8.920